Below is C6H11NO as an isolated structure at a distorted geometry, with properties calculated with ωB97M-V/def2-TZVPD.

Geometry as ORCA input:
```
! wB97M-V def2-TZVPD RIJCOSX def2/J DEFGRID3
* xyz 0 1
C -1.951 -1.155 -0.295
C -0.573 -0.620 0.112
C 0.746 -1.404 -0.077
C 1.447 0.797 -0.094
C 0.020 0.879 0.292
C -1.031 1.848 -0.481
H -3.026 -0.669 -0.355
H -2.139 -2.189 0.155
H -1.806 -1.508 -1.230
H 0.880 -2.063 -1.237
H 0.749 -1.985 0.960
H 2.433 -0.536 -1.351
H 1.373 1.388 -1.088
H 2.194 1.316 0.635
H -1.373 1.314 -1.644
H -2.074 1.550 0.276
H -0.752 3.172 -0.665
N 1.910 -0.509 -0.291
O -0.223 0.214 1.356
*
```

The HOMO energy comes out at -8.58 eV. The value obtained for the gap between HOMO and LUMO is 0.339 Ha. The strongest force on any atom is 0.1306 Eh/bohr. Its energy above the lowest of the compared OMol25 structures with the same formula, charge and spin is 188.4 kcal/mol. As for the total energy: -9930.28486 eV.

Below is a 4-piece molecular cluster, C4H17NO3 overall at a distorted geometry, with properties calculated with ωB97M-V/def2-TZVPD.

Geometry as ORCA input:
```
! wB97M-V def2-TZVPD RIJCOSX def2/J DEFGRID3
* xyz 0 1
C 0.101 1.868 -1.994
C 0.029 0.529 -1.227
C 0.758 -0.559 -2.047
C 0.917 0.781 0.065
N 1.338 -0.515 0.756
H -0.115 2.620 -1.140
H -0.571 1.952 -2.825
H 0.996 2.138 -2.466
H -1.096 0.240 -0.896
H 1.864 -0.488 -1.884
H 0.335 -1.518 -2.104
H 0.619 -0.184 -3.005
H 0.342 1.228 0.917
H 1.642 1.495 -0.352
H 2.146 -1.075 0.420
H 0.584 -1.236 0.548
O -2.714 0.897 2.316
H -1.806 1.211 2.572
H -2.660 0.007 2.618
O -0.129 -0.202 2.918
H -0.009 -0.418 3.824
H 0.649 -0.200 2.321
O -0.857 -3.229 0.255
H -1.048 -2.643 0.889
H -1.315 -2.698 -0.478
*
```

The HOMO energy comes out at -9.94 eV. The value obtained for the gap between HOMO and LUMO is 0.387 Ha. The strongest force on any atom is 0.1133 Eh/bohr. Its energy above the lowest of the compared OMol25 structures with the same formula, charge and spin is 47.6 kcal/mol. As for the total energy: -12054.68266 eV.

Below is one molecule with the formula C3H6N2OS at a distorted geometry, with properties calculated with ωB97M-V/def2-TZVPD.

Geometry as ORCA input:
```
! wB97M-V def2-TZVPD RIJCOSX def2/J DEFGRID3
* xyz 0 1
H -0.964 1.589 1.817
N -0.921 2.059 0.987
C -0.372 1.370 0.028
N -0.061 0.058 0.018
C -0.342 -0.743 1.162
O -0.182 -0.778 -1.133
C 1.054 -0.759 -1.837
S 1.227 -1.692 -3.153
H -0.054 1.753 -0.986
H -0.221 -1.853 0.892
H 0.324 -0.238 2.006
H -1.415 -0.540 1.516
H 1.928 -0.225 -1.316
*
```

The HOMO energy comes out at -9.52 eV. The value obtained for the gap between HOMO and LUMO is 0.335 Ha. The strongest force on any atom is 0.0955 Eh/bohr. Its energy above the lowest of the compared OMol25 structures with the same formula, charge and spin is 110.1 kcal/mol. As for the total energy: -19067.39044 eV.

Below is one molecule with the formula C26H30N4O4 at a distorted geometry, with properties calculated with ωB97M-V/def2-TZVPD.

Geometry as ORCA input:
```
! wB97M-V def2-TZVPD RIJCOSX def2/J DEFGRID3
* xyz 0 1
O -4.660 0.631 1.958
C -5.118 0.194 0.937
C -6.575 0.126 0.519
C -7.439 1.267 1.050
C -7.240 2.556 0.261
C -7.465 2.295 -1.224
C -6.412 1.319 -1.733
C -6.492 -0.032 -1.000
C -5.148 -0.702 -1.203
O -4.754 -1.293 -2.170
N -4.387 -0.418 -0.074
C -3.012 -0.737 0.044
C -2.111 0.212 0.541
C -0.784 -0.095 0.672
C -0.265 -1.361 0.318
N 1.029 -1.671 0.482
C 2.075 -0.847 1.040
C 2.763 -0.006 -0.043
C 3.945 0.765 0.566
N 4.907 -0.079 1.243
C 5.782 -0.813 0.344
C 6.702 0.130 -0.387
C 6.920 0.007 -1.752
C 7.784 0.869 -2.406
C 8.433 1.867 -1.702
C 8.216 2.000 -0.340
C 7.358 1.135 0.313
C 4.263 -0.887 2.254
C 3.111 -1.748 1.715
C -1.196 -2.303 -0.202
N -0.828 -3.612 -0.595
O -1.705 -4.395 -0.905
O 0.364 -3.923 -0.606
C -2.551 -1.978 -0.325
H -6.946 -0.812 0.954
H -7.187 1.426 2.100
H -8.489 0.971 0.991
H -7.937 3.313 0.623
H -6.226 2.930 0.417
H -7.393 3.227 -1.786
H -8.463 1.881 -1.379
H -6.524 1.144 -2.804
H -5.423 1.759 -1.572
H -7.305 -0.629 -1.414
H -2.468 1.188 0.828
H -0.111 0.658 1.048
H 1.306 -2.585 0.131
H 1.647 -0.182 1.800
H 2.053 0.696 -0.484
H 3.116 -0.667 -0.836
H 4.466 1.325 -0.213
H 3.563 1.481 1.302
H 6.390 -1.484 0.959
H 5.240 -1.433 -0.387
H 6.415 -0.770 -2.309
H 7.948 0.761 -3.468
H 9.106 2.541 -2.212
H 8.720 2.779 0.214
H 7.178 1.232 1.373
H 5.015 -1.523 2.727
H 3.871 -0.204 3.016
H 3.495 -2.468 0.990
H 2.649 -2.303 2.533
H -3.217 -2.724 -0.728
*
```

The HOMO energy comes out at -8.12 eV. The value obtained for the gap between HOMO and LUMO is 0.286 Ha. The strongest force on any atom is 0.0263 Eh/bohr. Its energy above the lowest of the compared OMol25 structures with the same formula, charge and spin is 88.4 kcal/mol. As for the total energy: -41598.60116 eV.

Below is one molecule with the formula C2H3ClFNO3S at a distorted geometry, with properties calculated with ωB97M-V/def2-TZVPD.

Geometry as ORCA input:
```
! wB97M-V def2-TZVPD RIJCOSX def2/J DEFGRID3
* xyz 0 1
C -0.171 0.303 0.216
O 1.006 0.548 0.985
C 2.022 -0.193 0.826
Cl 3.446 0.010 1.599
N 2.018 -1.563 -0.286
S 3.483 -2.228 -0.229
O 3.762 -2.889 0.998
O 4.484 -1.421 -0.836
F 3.124 -3.394 -1.303
H -0.973 0.813 0.750
H -0.345 -0.770 0.130
H -0.045 0.726 -0.780
*
```

The HOMO energy comes out at -9.76 eV. The value obtained for the gap between HOMO and LUMO is 0.322 Ha. The strongest force on any atom is 0.1498 Eh/bohr. Its energy above the lowest of the compared OMol25 structures with the same formula, charge and spin is 55.3 kcal/mol. As for the total energy: -35826.40937 eV.

Below is a 2-piece molecular cluster, C10H9NO overall at a distorted geometry, with properties calculated with ωB97M-V/def2-TZVPD.

Geometry as ORCA input:
```
! wB97M-V def2-TZVPD RIJCOSX def2/J DEFGRID3
* xyz 0 1
C 2.711 0.985 0.833
C -2.595 1.363 -0.206
C -1.613 2.291 -0.390
C -2.429 -0.025 -0.009
C -0.291 1.784 -0.317
C -1.117 -0.516 0.073
C -0.137 0.463 -0.070
C 2.026 0.304 -1.361
C 2.270 -1.387 0.542
C 2.069 0.040 0.049
N 3.118 1.800 1.542
O 2.149 1.340 -1.987
H -3.626 1.686 -0.242
H -1.863 3.400 -0.528
H -3.163 -0.767 0.164
H 0.528 2.371 -0.635
H -0.691 -1.514 0.296
H 1.994 -0.563 -2.120
H 1.567 -2.104 -0.012
H 2.070 -1.485 1.717
H 3.293 -1.725 0.323
*
```

The HOMO energy comes out at -9.49 eV. The value obtained for the gap between HOMO and LUMO is 0.329 Ha. The strongest force on any atom is 0.0866 Eh/bohr. Its energy above the lowest of the compared OMol25 structures with the same formula, charge and spin is 97.1 kcal/mol. As for the total energy: -14049.48926 eV.